Record 1
Density functional theory data (wB97M-V/def2-TZVPD) for a 12-piece molecular cluster, C39H105N3O12 overall at a distorted geometry.

ORCA input file:
```
! wB97M-V def2-TZVPD RIJCOSX def2/J DEFGRID3
* xyz 0 1
H -1.2420 -1.4412 -1.6354
H 3.8483 -0.5623 -4.0907
H 3.7658 3.2169 4.5594
H 2.1032 -0.3207 -3.8991
H 1.5384 -3.3320 1.4337
H -4.5149 -1.7284 -3.9481
H -5.2706 3.4258 -1.1099
H 2.0478 -2.7621 -0.6246
H 4.9266 2.6442 -3.2847
C -0.8139 -1.7020 -7.2051
O 2.5964 3.4198 -2.2616
H -6.4959 2.1442 1.0509
H -2.3295 0.2332 -6.3357
H -8.5365 1.0597 -0.7585
H 0.0567 2.3995 -5.0027
C -0.4567 -0.7499 -1.8339
C 0.7150 -1.1863 -1.0038
H 3.4984 3.2963 2.8259
H 0.9290 3.9455 -4.9571
H -1.3178 2.0262 5.1407
C 3.3119 1.3964 -3.3013
H 4.5474 -2.8881 3.4810
H 1.6378 -0.5061 -1.1039
C -4.6547 -1.6407 -0.5863
H -3.2207 2.9266 0.5786
O -3.7633 -1.6540 0.5018
O 0.4254 -0.9891 0.3276
H -1.6285 -5.1876 3.4225
C -2.8512 -5.4336 0.7517
N -3.1297 -2.8705 -2.1178
H -0.3340 2.0343 -0.0425
H 4.2568 -1.3704 0.4168
C 1.2637 -2.5500 -1.3652
H 5.7619 2.0851 1.0979
H 5.2852 1.0826 -3.7385
H -0.5712 -0.8783 -7.9026
H -0.1567 -1.7580 0.5601
C -5.8511 2.5602 -1.5041
H 4.0799 0.0813 4.8061
H -0.7915 -5.1532 1.1271
O 7.8124 1.2069 1.9482
C -7.2131 2.4968 -0.8952
O -1.6837 0.7535 0.9738
H 1.8205 -4.7716 2.3585
H 4.7913 2.2730 3.5226
H 5.0320 1.2845 -0.0825
H -2.7610 -6.4012 1.2086
C -3.8628 -1.6321 -1.9111
C -1.6550 -0.0791 4.9131
H 2.6123 5.0843 -0.9990
H -0.2811 3.8221 1.6418
H 9.6195 0.2090 2.3980
H 8.3353 -0.0374 3.6167
H 3.2295 -0.5484 -2.4649
H 2.8484 1.8118 -4.2123
O -0.3113 -0.2466 5.2922
C -7.1446 2.8934 0.6106
H 3.0372 1.6408 -1.2219
H 5.4908 -0.1657 2.3241
H -5.8687 2.6306 -2.5859
H -4.9754 -2.1469 2.0758
H -6.8545 3.8934 0.9822
H -5.2991 -0.4880 -3.0876
C -1.7966 -4.2181 2.8703
C -2.0996 3.3034 -3.5207
H -2.1371 0.1163 -4.5129
H -2.4668 2.3244 -0.8968
H -1.8210 -2.1044 -7.4469
H -2.7794 -3.8339 3.0454
H -1.9768 1.1677 6.5377
H 0.2420 -0.8641 4.7569
H 3.0970 -4.0107 1.5027
H -1.9348 3.8539 -0.1370
H -2.4858 -3.2140 -1.4030
H -0.2435 -0.5540 -2.9331
H -0.9781 0.1605 0.8096
O 1.3118 -2.7488 4.0458
C -0.6902 2.8263 1.9246
H -3.9079 -5.0234 0.8681
H 1.7269 -2.5657 -2.3366
H 2.3788 -0.2890 4.7073
H -0.0744 -2.4860 -7.3755
C -2.1908 -0.4292 -5.4677
H 0.0471 0.5236 -5.2340
H 0.5379 -3.3824 -1.4616
C 3.0761 0.5601 4.8746
H 9.0947 1.5551 3.4605
H -3.6168 -1.2621 5.0541
C -0.7761 3.9445 -3.6247
H -3.0612 -1.0718 -5.5650
H 1.2631 -3.5892 4.5135
H -7.9184 3.1010 -1.4554
C 2.4382 -2.7947 3.2216
H 7.7206 -0.8771 1.3570
C 3.0953 -0.1211 -3.4539
H -5.8552 -2.1411 -2.8924
C -4.9165 -1.4830 -3.0091
C -2.0362 1.2738 5.4583
H 0.1413 2.3571 2.4678
H 2.9127 0.9948 5.8716
H -2.8563 -3.1146 -3.0886
O -0.0324 3.5593 -2.4455
C 8.7601 0.6714 2.9035
H -0.7391 0.2129 -1.4534
C -1.6740 -4.5895 1.3036
H 5.7867 -2.0286 0.3717
O -7.6235 1.1288 -1.1067
C 2.7916 1.4884 3.7554
C -0.0742 3.4775 -4.9437
H 1.7953 1.8283 3.8916
O 0.2342 -0.2881 -5.7171
H -5.2937 1.6593 -1.3356
H -2.0115 2.1880 -3.6676
N 5.1123 1.3505 0.8840
H 3.5114 1.0211 2.0608
H -8.0998 2.7994 1.0814
C 3.7722 2.6385 3.6401
C -1.1707 2.0906 0.6933
H -2.8025 3.6987 -4.2955
H 1.5263 1.7488 -2.1728
H -2.4231 -1.3985 6.4235
H -2.3795 -2.8179 0.6982
H -5.0450 -0.4049 1.7424
H -5.2843 -2.5291 -0.6009
H 0.9295 3.5914 -2.6412
H -2.7119 -5.6512 -0.2884
H -0.8123 5.0407 -3.7494
H 7.6294 0.3588 0.1528
H -2.0213 -2.1499 4.9867
H -3.0108 1.6011 5.1270
H -3.2309 -0.7092 -1.8982
H -5.2413 -0.7263 -0.5163
H 5.4823 -0.8446 -0.7487
C -0.8836 -1.1670 -5.7548
H 3.5970 3.7771 -0.4996
O -1.5054 -3.2972 0.6633
H 3.5884 -4.1079 4.3917
H -0.7043 3.8079 -5.7110
H -1.5192 3.0352 2.7069
C 7.2882 0.1604 1.1798
H -3.5150 -1.1262 2.4052
C 2.5752 1.9569 -2.1305
C 5.7955 0.0322 1.2639
C 2.2127 -3.7890 2.0808
H -0.7835 -1.9749 -5.0199
O 2.7624 0.7649 2.5388
C 2.6105 3.9907 -0.9269
C -2.5139 -1.2643 5.3236
N 4.7303 1.6813 -3.1457
C 5.3058 -1.0958 0.3233
H 2.4360 -1.8019 2.7714
C 3.6353 -3.0446 4.1182
H -2.5741 3.4939 -2.5608
H -1.7674 -0.0717 3.7969
C -4.3502 -1.2879 1.7693
H -0.9986 -3.6006 3.2747
H 1.7415 3.6689 -0.3136
H 3.5749 -2.3044 4.8842
C -2.2370 2.8676 0.0289
*
```

SMILES	COC[C@H](C)N.COC[C@H](C)N.COC[C@H](C)N.CC(C)O.CC(C)O.CC(C)O.CC(C)O.CC(C)O.CC(C)O.CC(C)O.CC(C)O.CC(C)O
maximum force	3.6	eV/Å
orbital gap	0.3460	Eh
highest occupied orbital energy	-8.7	eV
LUMO energy	0.72	eV

=====

Record 2
Density functional theory data (wB97M-V/def2-TZVPD) for a 10-piece molecular cluster, C39H105N7O11 overall at a distorted geometry.

ORCA input file:
```
! wB97M-V def2-TZVPD RIJCOSX def2/J DEFGRID3
* xyz 0 1
H 5.0074 -2.3472 4.8313
O -1.7799 4.4276 3.3067
C 0.2250 -5.2630 -2.6150
C 0.3031 -2.1599 -5.5664
O 0.4662 3.0537 -3.8542
H 3.4254 -5.4721 -1.2683
H 1.1111 -2.0212 5.8904
H -4.6500 3.3549 1.7035
H 6.2786 -1.4898 5.6960
H 2.8258 -4.0854 -0.2490
H -0.6475 0.0932 5.1818
H -4.4823 0.3132 2.9282
H 0.7453 -3.1102 -5.2364
O 2.4942 -1.2258 4.5174
H 2.8006 -4.0429 -3.5281
H 1.9710 4.0831 -0.9949
H 6.0811 0.9551 5.9108
C 2.0237 -8.9217 -3.3366
H -3.5574 4.2462 4.3797
C -1.1441 4.7250 0.4874
H -3.5820 3.4304 -7.2924
H -2.5092 2.1616 1.8462
H -4.2367 2.6635 -2.8604
N 2.5724 -9.1697 -0.9765
H -2.4356 2.9704 -5.2432
H 3.7770 -2.6026 -3.8008
C -2.2528 5.4731 1.2577
H 0.5064 2.0436 2.6195
C -3.6772 1.0462 2.9391
C -3.2694 2.1607 -2.7388
C 1.5086 2.2317 2.2199
H -8.0470 0.2575 2.1578
C -1.9197 -3.0208 -4.6238
H -1.7469 -2.4541 -3.7051
N -2.7374 6.6328 0.5002
H 0.8119 2.9716 4.8356
H 1.3885 -2.9432 4.4348
H 0.4630 4.5396 2.7921
H -2.1373 4.9710 5.2783
H 2.1126 1.0479 -3.3159
C -0.4483 -0.5664 0.1454
H -4.1796 1.8575 -7.7553
C 1.5089 4.1740 -1.9820
H 4.3275 1.6616 2.3012
H -5.3463 3.0838 -7.1891
H 2.5843 0.6854 5.1125
C 2.3945 1.9826 -2.8215
H -1.5827 -0.6194 -5.3970
C 5.1966 -1.6024 5.6034
H 0.6263 4.7930 -1.8071
H -2.9818 -3.0609 -4.8578
H 0.5258 2.3011 -1.9221
O -1.3332 0.9862 3.5023
H 2.0969 -8.1636 -4.1288
C 3.5496 1.1694 1.7135
C 3.1837 -3.1326 -3.0565
H 2.3345 -2.5330 -2.7317
C 1.8770 3.1035 4.5793
H 1.4488 0.5256 0.0092
C -2.9357 1.3149 -3.9493
C 3.0639 -0.2633 5.3756
H 0.3712 -4.4737 -3.3472
H 4.6226 1.6351 6.0883
H -2.7421 6.2619 3.1805
O 1.3696 -6.0736 -2.5772
H 2.6807 -2.8749 5.6935
H -3.0206 6.3314 -0.4237
C -1.9117 5.7249 2.7247
H -2.5368 2.9736 -2.6770
H 3.0779 -9.9318 -1.4028
H -8.1544 1.3293 0.7619
H 2.3170 -0.7355 1.8442
H 0.0494 -0.6185 3.7160
H 1.0250 -0.2974 -1.4292
H 5.0723 -3.8055 -2.3466
H -1.3861 4.7527 -0.5764
O -1.7469 -1.1511 -6.1995
H 1.4771 -6.8410 -0.6362
H 2.7730 -9.6475 -3.6472
C -2.5179 0.1979 3.4424
H 2.8486 -0.3742 6.4480
H -3.2949 1.5575 -1.8356
C -2.9435 1.9972 -5.3156
H 1.3696 2.6179 1.2055
H 2.8388 1.7362 -1.8567
C 2.0365 3.3884 3.0961
H 0.8454 -1.8388 -6.4531
H 2.6716 -2.4915 1.5291
O -6.3038 1.2160 1.6565
H 3.8464 0.1373 1.5215
H 3.2869 -7.6310 -2.1916
H 3.1989 -8.7496 -0.2940
H -3.9591 1.7960 3.6881
H -5.2782 1.0865 -0.1887
C -4.3456 2.5071 1.0739
H -1.0075 -1.8410 -1.5030
H -0.0989 4.9941 0.6431
H -3.9431 2.9853 0.1747
H 1.7184 5.4581 3.2080
H -2.2382 3.2533 4.8834
H -0.5540 -2.6890 0.0237
O 4.3791 -2.2640 -1.1754
H -6.2901 2.5224 0.1310
C -1.0929 -1.8482 -0.4155
H 3.1275 3.4634 2.9958
H 2.2366 4.7210 -2.5904
C -1.1871 -2.4218 -5.8247
C 0.9827 -0.4069 -0.3417
O 1.8165 -1.5014 -0.0259
H -1.7008 0.1170 -2.9046
C 1.2725 -7.1422 -1.6686
H -0.9150 1.3768 -3.6624
C 1.1463 2.8498 -2.6391
C 1.8881 -2.3253 5.1802
C -2.4703 4.2579 4.5198
H -0.8611 1.3870 0.1184
H -0.6924 -5.7851 -2.9212
C 3.6395 -4.4838 -0.8582
H -1.9998 7.3111 0.3328
H 0.9981 -9.2871 -3.3441
C -5.6024 1.7954 0.5850
H -1.2940 -3.0950 -6.6782
H -2.3503 -0.6113 2.7234
C 2.3368 -8.1662 -2.0400
H 0.9850 3.6537 -4.4014
C 4.1258 -3.4897 -1.9083
H 4.4125 -4.5670 -0.0873
H -1.1808 3.6566 0.7400
H -0.9385 6.2178 2.7508
N 5.1298 0.7621 6.2042
H -2.4644 1.3541 -6.0604
N 1.4683 4.6539 2.6440
O -4.2887 2.2078 -5.7207
H 0.4529 -1.4050 -4.7929
H -0.5293 -0.5082 1.2379
N -1.6314 0.6653 -3.7536
H 3.4580 1.6775 0.7483
C -0.2765 0.3187 4.1740
H 0.2928 -7.6248 -1.7401
N -3.3413 1.6117 1.6357
H -0.0106 -4.8692 -1.6203
H -7.3349 -0.2087 0.5659
H -1.5362 -4.0178 -4.4032
H 3.5605 -2.0128 -0.7223
H -3.6653 0.4962 -3.9502
H 0.5629 1.0068 4.2395
H 4.9032 -0.0244 4.2555
H -3.0911 4.7795 1.2378
H 2.2409 3.9105 5.2130
H 2.2453 2.1170 4.8753
O 2.2906 1.0718 2.3571
H 3.1372 2.4176 -3.4960
C 4.5841 -0.2476 5.2832
N -1.2716 0.5630 -0.3350
C 1.9801 -1.6674 1.3835
H -2.1760 0.5727 0.1420
H -2.7965 -0.2034 4.4213
C -4.3441 2.6828 -7.0521
H 1.0055 -1.8908 1.8281
C -7.5082 0.6046 1.2805
H -2.1600 -1.8647 -0.1959
H 4.8319 -1.9571 6.5710
*
```

SMILES	COC[C@H](C)N.COC[C@H](C)N.COC[C@H](C)N.COC[C@H](C)N.COC[C@H](C)N.COC[C@H](C)N.COCCNCCOC.CC(C)O.CC(C)O.CC(C)O
maximum force	1.8	eV/Å
orbital gap	0.3441	Eh
highest occupied orbital energy	-8.8	eV
LUMO energy	0.53	eV

=====

Computed energy relative to the best compared isomer or geometry (same formula, charge and spin), in the same sequence as the records: 79.7; 0.0 kcal/mol.